No. 1
60
Properties=species:S:1:pos:R:3:lowdin_charge:R:1 method="wB97M-V/def2-TZVPD" homo_lumo_gap_ev=8.5 homo_energy_ev=-7.89
C -2.00630 -2.77932 -1.98708 -0.13
C -1.73733 -1.59358 -1.39390 -0.01
C -0.46052 -1.41894 -0.74614 -0.34
N 0.03414 -0.42830 -0.11451 0.11
C -0.80255 0.74367 -0.01095 -0.32
C -1.97104 0.63921 1.00092 -0.13
N -1.14722 1.33794 1.99920 -0.11
C -1.79504 2.33761 2.81914 -0.37
C -2.84001 1.68918 3.72086 -0.16
C -3.51441 2.72061 4.62142 -0.20
C -2.48523 3.48384 5.45149 -0.21
C -1.42662 4.12469 4.55738 -0.20
C -0.76371 3.08571 3.65695 -0.16
C -0.23230 1.80587 0.94262 -0.13
N 0.35081 -2.56565 -0.82794 0.19
C -0.00027 -3.70058 -1.47814 -0.34
N 0.91321 -4.71390 -1.52832 -0.04
C 0.46421 -6.07308 -1.80943 -0.12
C 1.39260 -6.72310 -2.81521 -0.10
N 2.74852 -6.57680 -2.33184 -0.11
N 3.75228 -7.34561 -2.80361 0.15
C 4.82324 -6.83015 -2.23254 -0.27
C 4.53633 -5.73371 -1.41116 -0.13
C 3.17396 -5.58915 -1.50072 -0.13
C 2.21322 -4.61597 -0.88723 -0.07
C 5.77685 -5.20124 -0.76185 -0.12
C 6.88859 -5.87782 -1.61493 -0.17
C 6.28162 -7.16520 -2.23310 -0.11
N -1.16497 -3.85052 -2.05700 0.10
H -2.96608 -2.93378 -2.46754 0.11
H -2.46012 -0.79323 -1.38436 0.10
H -1.08645 1.12439 -0.99638 0.13
H -2.84605 1.22581 0.68160 0.12
H -2.28964 -0.36738 1.27948 0.11
H -2.31231 3.07708 2.17112 0.15
H -3.58541 1.16882 3.11375 0.11
H -2.33537 0.93112 4.32918 0.13
H -4.07596 3.42979 4.00325 0.11
H -4.24062 2.23097 5.27378 0.11
H -2.97855 4.24498 6.06030 0.11
H -1.99741 2.78990 6.14474 0.11
H -1.89778 4.89489 3.93676 0.11
H -0.67260 4.63024 5.16447 0.11
H -0.22599 2.34964 4.26389 0.13
H -0.02760 3.56131 3.00385 0.11
H 0.82958 1.71307 1.17130 0.11
H -0.45881 2.82834 0.60836 0.12
H 1.21820 -2.47840 -0.32217 0.13
H 0.46683 -6.65019 -0.87707 0.14
H -0.54824 -6.01864 -2.19397 0.11
H 1.17935 -7.78624 -2.91422 0.13
H 1.29009 -6.24827 -3.79325 0.13
H 2.62728 -3.61723 -1.03022 0.13
H 2.13620 -4.79752 0.19435 0.14
H 5.86383 -4.11396 -0.78076 0.11
H 5.84270 -5.51120 0.28507 0.11
H 7.16672 -5.19934 -2.42295 0.11
H 7.78679 -6.07912 -1.03267 0.10
H 6.47570 -8.03873 -1.60536 0.11
H 6.67930 -7.37851 -3.22447 0.11

No. 2
59
Properties=species:S:1:pos:R:3:lowdin_charge:R:1 method="wB97M-V/def2-TZVPD" homo_lumo_gap_ev=8.5 homo_energy_ev=-8.07
C -4.80763 -0.24802 -3.26025 -0.07
C -5.05395 -1.17112 -2.17684 -0.52
H -6.12454 -1.26920 -2.19608 0.14
H -4.62907 -2.15482 -2.27995 0.14
O -4.94047 -0.73634 -1.07215 -0.02
C -3.74095 -0.54028 -0.38707 -0.09
C -2.65923 -1.12023 -0.89932 -0.04
C -1.31845 -0.81378 -0.67095 0.04
C -1.15531 -0.09784 0.52797 -0.26
C -2.17385 0.34493 1.26376 0.02
C -3.56076 0.43503 0.79503 -0.17
O -4.57635 0.94792 1.41469 -0.03
C -5.75211 0.11742 1.49532 -0.25
C -5.75175 -1.02385 2.22166 -0.08
H -5.25998 -1.14345 3.01034 0.01
H -5.34610 -1.83061 1.62971 0.09
H -6.75961 -1.60891 2.38738 0.16
H -6.31166 0.25767 0.71692 0.06
H -6.19032 1.09079 2.22074 0.20
H -2.14030 0.97978 2.31957 0.19
C 0.23744 0.05325 1.09515 -0.14
C 1.14118 0.59954 0.28858 -0.16
N 0.99408 1.74690 -0.45066 0.09
C 0.04675 2.75005 0.03627 -0.14
C 0.91234 3.97582 0.33478 -0.37
O 1.95577 4.42208 -0.26397 0.00
H 2.52760 3.55225 -0.54381 0.18
H 0.27523 4.76980 0.84622 0.13
H 1.30543 3.34689 1.58922 0.17
H -0.28149 3.07465 -0.98428 0.15
H -0.68817 2.45746 0.44869 0.00
C 2.41792 -0.22044 -0.29338 0.03
C 3.53679 0.53130 -0.85216 -0.51
O 3.35664 1.48940 -1.39942 0.12
H 1.71921 1.83934 -1.15589 0.10
C 4.89661 0.02891 -0.95128 -0.05
C 5.18985 -1.14082 -0.02701 -0.44
C 4.03176 -2.15073 0.42078 -0.07
C 2.62488 -1.53156 0.28272 -0.35
O 1.62087 -2.16273 0.75960 -0.06
H 4.22711 -2.96032 1.13471 0.14
H 3.91490 -2.67803 -0.53510 0.12
C 5.13674 -0.45302 1.51388 -0.02
H 4.24292 -0.05744 1.73527 0.03
H 5.34844 -1.04824 2.21590 -0.02
H 6.17610 0.27782 1.44851 0.15
C 6.58181 -1.95348 -0.07522 -0.03
H 6.84474 -2.71050 0.70781 0.10
H 7.33532 -1.02550 -0.24976 0.12
H 6.35027 -2.30707 -1.01886 0.02
H 5.63350 0.66420 -1.10591 0.08
H 4.88805 -0.66644 -1.99523 0.21
H 0.45364 0.86598 1.88506 0.18
H 0.68080 -0.97557 1.70368 0.21
H -0.33687 -1.34282 -0.94074 0.16
H -2.63793 -1.45103 -1.77415 0.04
H -5.14571 -0.79687 -4.34861 0.15
H -5.49402 0.68928 -3.20855 0.11
H -3.76807 0.08257 -3.33330 0.07

No. 3
64
Properties=species:S:1:pos:R:3:lowdin_charge:R:1 method="wB97M-V/def2-TZVPD" total_charge=+1 homo_lumo_gap_ev=8.0 homo_energy_ev=-11.06
Bi -0.29732 -0.69513 -1.14243 1.71
C -1.95809 -1.25229 2.97671 -0.01
C -1.79152 0.18092 2.57251 -0.26
N -2.53078 1.08591 3.18441 0.13
C -2.36900 2.37957 2.90436 -0.08
C -1.40268 2.85294 2.04376 -0.14
C -1.24258 4.33969 1.82639 -0.21
O 0.02056 4.83836 2.23812 -0.05
C -0.61721 1.90624 1.35470 -0.09
C 0.42335 2.38893 0.46097 -0.05
N 0.96952 1.67173 -0.44377 -0.03
C 1.90149 2.23308 -1.32886 -0.36
C 1.64142 3.44026 -1.98589 -0.04
C 2.52207 3.94116 -2.92854 -0.07
C 3.68728 3.25509 -3.23062 -0.07
C 3.98036 2.06696 -2.57714 -0.15
C 3.08934 1.56607 -1.64604 -0.63
I 3.63227 -0.14431 -0.54273 0.92
C -0.85643 0.54225 1.57548 -0.28
O -0.20124 -0.45262 0.94692 -0.34
H -2.75639 -1.32003 3.70960 0.09
H -1.02826 -1.62716 3.41085 0.09
H -2.19331 -1.88392 2.12020 0.04
H -3.04396 3.06065 3.41322 0.12
H -2.05783 4.86092 2.33404 0.12
H -1.31320 4.57246 0.76087 0.12
H 0.05099 4.89467 3.19818 0.10
H 0.75943 3.41457 0.63064 0.13
H 0.72528 3.96954 -1.75140 0.11
H 2.29787 4.87340 -3.42949 0.11
H 4.38172 3.64541 -3.96175 0.11
H 4.90356 1.54469 -2.78624 0.10
I -4.04877 -1.25760 -0.53539 0.79
C -2.08742 -2.07434 -0.82110 -0.88
H -2.17878 -2.74369 -1.67690 -0.04
H -1.87106 -2.66087 0.06842 -0.06
C 2.85163 -4.49483 0.55009 -0.04
C 1.39242 -4.48804 1.01916 -0.63
C 0.63413 -5.66947 0.40821 -0.04
C 1.33000 -4.55450 2.54162 -0.03
N 0.67750 -3.24655 0.66125 -0.06
N 0.76257 -2.87683 -0.71339 -0.11
H 3.36575 -5.35744 0.97216 0.09
H 3.37588 -3.59369 0.88115 0.08
H 2.93402 -4.57105 -0.53681 0.08
H 0.98793 -6.60852 0.83161 0.09
H 0.77683 -5.72581 -0.67412 0.08
H -0.43162 -5.57437 0.62008 0.09
H 1.73130 -5.50181 2.89769 0.09
H 0.29710 -4.46371 2.87963 0.09
H 1.91557 -3.74767 2.98897 0.09
H 1.00049 -2.45937 1.21562 0.10
H 0.25467 -3.58324 -1.24058 0.09
H 1.72415 -2.85675 -1.05696 0.05
C -3.46109 2.78250 -1.90618 0.02
C -2.28971 1.87853 -2.08060 -0.46
C -1.57205 1.82033 -3.39967 0.00
O -1.93970 1.17400 -1.13877 -0.19
H -3.61876 3.45057 -2.74698 0.09
H -3.36134 3.34604 -0.97704 0.10
H -4.34391 2.14829 -1.77431 0.10
H -1.96213 2.53649 -4.11613 0.09
H -1.66401 0.81392 -3.81648 0.10
H -0.50830 2.00943 -3.23128 0.08

Computed values of electronic energy (unit: eV) for the preceding records, in sequence: -33747.304 -35025.323 -57470.914.
Computed values of energy above the lowest of the compared OMol25 structures with the same formula, charge and spin (unit: kcal per mole) for the preceding records, in sequence: 0.0 496.7 0.0.